one | DFT (wB97M-V/def2-TZVPD) results for an isolated molecule of C3H5NS.

Geometry (Å):
N: 0.6483 -0.9337 1.5744
C: -0.0475 -0.4876 0.4742
C: 0.3424 0.3517 -0.5666
C: -0.7302 0.6830 -1.4761
S: -0.7197 1.8084 -2.6659
H: 0.1333 -0.7138 2.4290
H: 1.5936 -0.6360 1.6121
H: -1.0183 -0.9085 0.3763
H: 1.3564 0.7444 -0.5118
H: -1.5583 0.0923 -1.2457

Properties
**Kohn-Sham gap**: 8.14 eV
**Structure (SMILES)**: N/C=C/C=S
**2S+1**: 1
**Highest occupied orbital energy**: -8.28 eV

two | DFT (wB97M-V/def2-TZVPD) results for an isolated molecule of C3H5NS.

Geometry (Å):
S: -1.6522 -0.2261 -2.0178
C: -0.5952 -0.0909 -0.7787
C: -0.2118 1.0385 0.2062
N: 0.8311 0.1442 0.7407
C: 0.4572 -0.9871 -0.1608
H: 0.1250 1.9639 -0.1781
H: -0.9630 1.2479 0.9914
H: 0.6663 -0.0288 1.7239
H: 0.0624 -1.8668 0.2896
H: 1.2803 -1.1948 -0.8165

Properties
**Kohn-Sham gap**: 8.55 eV
**Structure (SMILES)**: S=C1CNC1
**2S+1**: 1
**Highest occupied orbital energy**: -8.80 eV

three | DFT (wB97M-V/def2-TZVPD) results for a structure of composition C3H5NS.

Geometry (Å):
C: -1.0361 0.1773 0.0227
C: 0.0276 -0.9701 0.1187
C: 0.2548 1.0686 0.0736
H: 0.0124 -1.5049 1.0327
H: -0.1776 -1.7764 -0.5446
H: 1.4982 -0.3137 -0.9922
H: 0.3472 1.9543 -0.6063
H: 0.4809 1.4953 1.0453
N: 1.2007 -0.1528 -0.0985
S: -2.6081 0.0223 -0.0514

Properties
**Kohn-Sham gap**: 8.54 eV
**2S+1**: 1
**Highest occupied orbital energy**: -8.66 eV

four | DFT (wB97M-V/def2-TZVPD) results for an isolated molecule of C3H5NS.

Geometry (Å):
C: -0.8637 0.2895 -0.2362
C: -0.2192 -0.3767 -1.1514
N: 1.0451 -0.8483 -0.6979
S: 1.8563 0.4317 0.6649
C: -0.1533 0.5290 0.9564
H: -2.0186 0.3097 -0.6023
H: 0.1173 -0.2257 -2.1590
H: 0.8354 -1.5198 0.1240
H: -0.3885 1.6080 1.3845
H: -0.2107 -0.1975 1.7171

Properties
**Kohn-Sham gap**: 8.53 eV
**Structure (SMILES)**: C1=CNSC1
**2S+1**: 1
**Highest occupied orbital energy**: -9.01 eV

Stability summary - winner: one; margin: 0.630 eV.

one | DFT (wB97M-V/def2-TZVPD) results for a cluster of 2 separate species, C3H8N3 in total.

Geometry (Å):
C: 1.3869 -1.2704 -0.0201
C: 1.5910 0.1691 -0.2859
C: -0.3331 -0.2953 0.8018
N: 0.1885 -1.4343 0.4343
N: -2.2243 -0.2662 -0.5184
N: 0.3477 0.7633 0.2901
H: 1.9041 -2.0666 -0.5199
H: 2.4960 0.6734 0.0551
H: 1.5683 0.1304 -1.4658
H: -1.1063 -0.0280 1.4921
H: -2.5263 0.8328 -0.7284
H: -3.1660 -0.5293 -0.4757
H: 0.3551 1.7682 0.4377
H: -1.4615 -0.4841 -1.1740

Properties
**Kohn-Sham gap (alpha / beta)**: 9.33 / 9.33 eV
**2S+1**: 1
**Highest occupied orbital energy (alpha / beta)**: -14.54 / -14.54 eV
**Net charge**: +1

two | DFT (wB97M-V/def2-TZVPD) results for the ion C3H8N3 with charge +1.

Geometry (Å):
C: -0.2824 -1.7780 1.0176
C: -1.0437 -1.0549 -0.0262
C: 0.2564 1.3217 -0.4604
N: 0.5810 -0.9578 1.3381
N: 1.1787 1.1710 0.4388
N: -0.5165 -0.1764 -1.0002
H: -0.5235 -2.6794 1.5209
H: -1.9362 -0.8784 0.4831
H: 0.4832 1.5810 -1.4791
H: -0.6053 1.9347 -0.2038
H: 1.0582 0.8583 1.3540
H: 2.1928 0.9981 0.0804
H: 0.3790 -0.6034 -1.4540
H: -1.2216 0.2633 -1.6091

Properties
**Kohn-Sham gap (alpha / beta)**: 8.71 / 8.63 eV
**2S+1**: 1
**Highest occupied orbital energy (alpha / beta)**: -13.87 / -13.29 eV
**Net charge**: +1

Stability summary - winner: one; margin: 2.840 eV.

one | DFT (wB97M-V/def2-TZVPD) results for the ion C3H8N3 with charge +1.

Geometry (Å):
C: 1.5355 -1.3198 0.6632
C: 0.4896 1.1344 1.0087
C: -0.4506 0.2161 -1.1113
N: 2.1948 -0.2587 0.8059
N: 0.1167 -1.2096 0.7135
N: -0.3268 0.1021 0.3988
H: 2.0789 -2.3112 0.5683
H: 0.2529 1.2833 2.0078
H: 0.6806 2.0744 0.5008
H: 0.5400 0.0710 -1.5085
H: -1.0390 -0.6294 -1.5832
H: -0.7771 1.3116 -1.1707
H: -0.4802 -1.9183 0.3450
H: -1.2121 0.2675 0.8073

Properties
**Kohn-Sham gap**: 9.70 eV
**2S+1**: 1
**Highest occupied orbital energy**: -14.69 eV
**Net charge**: +1

two | DFT (wB97M-V/def2-TZVPD) results for a cluster of 2 separate species, C3H8N3 in total.

Geometry (Å):
C: 2.3475 -2.3595 0.4495
C: 0.4099 0.0822 0.1319
C: 1.1373 -1.3731 0.3590
N: 3.0163 -3.3443 0.5272
N: -0.8712 0.1553 0.2012
N: -1.8890 2.5986 -0.5253
H: 0.9925 1.0025 -0.1910
H: 0.5169 -1.9978 0.9352
H: 3.3033 -3.9554 -0.2439
H: -1.3440 1.1190 0.0839
H: -1.5325 -0.6390 0.4015
H: -1.3533 2.9814 -1.3712
H: -1.9127 3.4714 0.0429
H: -2.8210 2.2587 -0.8009

Properties
**Kohn-Sham gap**: 8.58 eV
**2S+1**: 1
**Highest occupied orbital energy**: -12.91 eV
**Net charge**: +1

Stability summary - winner: two; margin: 1.422 eV.

one | DFT (wB97M-V/def2-TZVPD) results for a structure of composition C2H2N2S3.

Geometry (Å):
C: 0.0919 -0.7155 -0.2323
C: -0.1972 2.0205 0.8318
H: -1.2564 1.1155 2.4103
H: -0.2050 2.9345 1.5072
N: -0.7479 0.9716 1.4971
N: 0.7094 2.0339 -0.1242
S: 0.4312 -2.2088 -0.8264
S: -1.4806 -0.3464 0.5525
S: 1.1970 0.4977 -0.7964

Properties
**Kohn-Sham gap**: 7.91 eV
**2S+1**: 1
**Highest occupied orbital energy**: -8.72 eV

two | DFT (wB97M-V/def2-TZVPD) results for a structure of composition C2H2N2S3.

Geometry (Å):
C: -0.5736 -0.8675 3.0731
C: -1.0051 -1.0540 1.0368
N: -0.6894 -1.7843 2.1425
N: -1.1458 0.2545 0.9896
S: -0.7042 0.7915 2.5225
S: -2.4047 -0.8850 -1.9655
S: -1.2833 -2.0945 -0.8179
H: -0.3753 -1.1161 4.0866
H: -3.4479 -1.0586 -1.3162

Properties
**Kohn-Sham gap**: 9.15 eV
**2S+1**: 1
**Highest occupied orbital energy**: -9.03 eV

Stability summary - winner: two; margin: 0.536 eV.

one | DFT (wB97M-V/def2-TZVPD) results for an isolated molecule of C7H7N3.

Geometry (Å):
C: 1.3380 0.0010 -0.0454
C: 0.7034 1.3121 -0.3169
C: -0.6284 1.5331 -0.5448
C: -1.7514 0.6569 -0.5868
C: -1.8061 -0.7102 -0.5911
C: -0.6764 -1.5662 -0.5329
C: 0.6259 -1.2685 -0.3162
H: 2.2306 0.0014 -0.7202
H: 1.3667 2.1869 -0.3205
H: -0.9296 2.5894 -0.6734
H: -2.7118 1.1849 -0.5105
H: -2.8000 -1.1565 -0.5230
H: -0.9405 -2.6223 -0.6871
H: 1.3022 -2.1213 -0.3004
N: 2.1030 -0.0154 1.1551
N: 1.3846 -0.0003 2.1858
N: 1.1897 -0.0049 3.3283

Properties
**Kohn-Sham gap**: 8.20 eV
**2S+1**: 1
**Highest occupied orbital energy**: -8.30 eV

two | DFT (wB97M-V/def2-TZVPD) results for a cluster of 2 separate species, C7H7N3 in total.

Geometry (Å):
C: -1.8817 -0.8767 -1.1885
C: -1.7457 1.4447 -0.4054
C: -0.4120 -0.2917 1.5860
C: 1.2159 1.0655 0.3382
C: 1.1884 -1.4272 0.1041
C: -1.2681 0.3659 -1.1551
C: 0.4542 -0.2252 0.4574
N: -2.3011 -1.9549 -1.2326
N: -2.3407 2.3749 0.0292
N: -1.0752 -0.1686 2.5228
H: 0.7342 2.0611 0.6019
H: 1.6529 1.1492 -0.7524
H: 2.0999 1.1248 0.9680
H: 1.1711 -1.7469 -0.8736
H: 0.9252 -2.2699 0.6353
H: 2.2246 -1.3225 0.1943
H: -0.6419 0.6974 -1.8297

Properties
**Kohn-Sham gap (alpha / beta)**: 7.20 / 7.81 eV
**2S+1**: 1
**Highest occupied orbital energy (alpha / beta)**: -9.47 / -9.71 eV

Stability summary - winner: one; margin: 0.562 eV.

one | DFT (wB97M-V/def2-TZVPD) results for an isolated molecule of C14H22O5.

Geometry (Å):
C: 3.5118 -0.3284 -1.6459
C: 2.4973 0.6980 -2.1394
O: 1.4038 0.8987 -1.2601
C: 0.3874 -0.0485 -1.3161
O: 0.7886 -1.3088 -0.8227
C: 0.8613 -1.3971 0.5357
C: 1.6154 -2.5676 1.0393
O: 1.7150 -2.8575 2.2066
O: 2.1955 -3.2779 0.0675
C: 0.3143 -0.5251 1.3886
C: -0.4670 0.6644 0.9369
C: 0.2579 1.9755 1.2248
C: 0.7523 2.2872 2.6061
C: 1.7281 2.0326 1.4993
C: -0.8266 0.5033 -0.5520
C: -2.0297 -0.4266 -0.7478
C: -3.3636 0.2531 -0.4446
C: -4.5251 -0.7388 -0.5454
O: -4.4216 -1.8014 0.3699
H: 3.0669 -1.3187 -1.5994
H: 4.3600 -0.3521 -2.3254
H: 3.8618 -0.0534 -0.6537
H: 2.1203 0.4078 -3.1309
H: 2.9676 1.6826 -2.2133
H: 0.1211 -0.2568 -2.3688
H: 2.6673 -4.0347 0.4494
H: 0.4474 -0.6974 2.4442
H: -1.4026 0.6886 1.5116
H: -0.1626 2.8049 0.6688
H: 0.6450 1.5356 3.3727
H: 0.6394 3.2960 2.9745
H: 2.2889 2.8624 1.0989
H: 2.2753 1.1036 1.5122
H: -1.0510 1.4829 -0.9836
H: -1.9213 -1.3070 -0.1113
H: -2.0492 -0.7754 -1.7827
H: -3.3510 0.6803 0.5618
H: -3.5356 1.0680 -1.1498
H: -4.5342 -1.2081 -1.5317
H: -5.4771 -0.2045 -0.4064
H: -4.3717 -1.4396 1.2621

Properties
**Kohn-Sham gap**: 9.88 eV
**Structure (SMILES)**: CCO[C@H]1OC(C(=O)O)=C[C@@H](C2CC2)[C@@H]1CCCO
**2S+1**: 1
**Highest occupied orbital energy**: -9.10 eV

two | DFT (wB97M-V/def2-TZVPD) results for an isolated molecule of C14H22O5.

Geometry (Å):
C: 2.5310 1.6232 -2.9511
C: 2.6427 0.7350 -1.7243
O: 1.3301 0.4354 -1.2707
C: 1.2864 -0.3427 -0.1161
O: 1.8684 0.3298 0.9801
C: 1.1116 1.3592 1.4661
C: 1.8566 2.3532 2.2706
O: 1.3392 3.2594 2.8773
O: 3.1784 2.1565 2.2582
C: -0.2001 1.4984 1.2508
C: -1.0048 0.5196 0.4590
C: -1.5352 1.1738 -0.8050
C: -2.7982 0.6552 -1.4234
C: -2.7882 1.9922 -0.7457
C: -0.1720 -0.7391 0.1555
C: -0.2260 -1.7439 1.3119
C: -1.5295 -2.5437 1.3585
C: -1.5581 -3.6615 0.3123
O: -0.5114 -4.5876 0.4737
H: 2.0253 2.5500 -2.6938
H: 3.5223 1.8516 -3.3321
H: 1.9577 1.1178 -3.7234
H: 3.2041 1.2412 -0.9288
H: 3.1617 -0.2044 -1.9679
H: 1.9166 -1.2415 -0.2381
H: 3.6155 2.8274 2.8062
H: -0.6987 2.3637 1.6564
H: -1.8691 0.2293 1.0678
H: -0.7505 1.4987 -1.4734
H: -3.3109 -0.1592 -0.9330
H: -2.8693 0.6227 -2.4996
H: -2.8541 2.8802 -1.3550
H: -3.2939 2.0827 0.2040
H: -0.5456 -1.2036 -0.7598
H: -0.0869 -1.2065 2.2522
H: 0.5988 -2.4528 1.2096
H: -1.6337 -2.9935 2.3501
H: -2.3910 -1.8947 1.1976
H: -1.4282 -3.2523 -0.6914
H: -2.5317 -4.1730 0.3520
H: -0.5593 -4.9563 1.3631

Properties
**Kohn-Sham gap**: 9.78 eV
**Structure (SMILES)**: CCO[C@H]1OC(C(=O)O)=C[C@@H](C2CC2)[C@@H]1CCCO
**2S+1**: 1
**Highest occupied orbital energy**: -9.04 eV

Stability summary - winner: two; margin: 0.149 eV.

one | DFT (wB97M-V/def2-TZVPD) results for an isolated molecule of C3H6OS2.

Geometry (Å):
O: -0.0489 0.5124 -3.1112
C: -0.5039 -0.1697 -1.9562
C: 0.3189 0.4738 -0.8101
C: 0.1657 -0.0713 0.6314
S: 0.5895 -1.5440 1.0608
S: -0.4759 1.1353 1.7175
H: -0.3752 0.0929 -3.8930
H: -1.5585 -0.0834 -1.7724
H: -0.1492 -1.2297 -1.9222
H: 0.1266 1.5487 -0.7786
H: 1.3341 0.4366 -1.1322
H: -0.6885 0.2775 2.7444

Properties
**Kohn-Sham gap**: 8.60 eV
**Structure (SMILES)**: OCCC(=S)S
**2S+1**: 1
**Highest occupied orbital energy**: -8.77 eV

two | DFT (wB97M-V/def2-TZVPD) results for a cluster of 2 separate species, C3H6OS2 in total.

Geometry (Å):
C: 0.3415 0.9642 -0.1025
C: 1.7820 0.7041 -0.1598
O: 2.5925 1.5427 0.1637
C: -0.4584 -0.2776 -0.2443
S: -2.1401 0.4360 -0.6015
S: -1.3080 -2.8826 0.7403
H: 0.0984 1.6698 0.7689
H: 0.0397 1.7358 -0.8263
H: 1.9974 -0.3703 -0.2385
H: -0.2672 -0.8142 -1.1132
H: -0.5369 -0.9082 0.6518
H: -2.1410 -1.7997 0.9614

Properties
**Kohn-Sham gap**: 4.50 eV
**2S+1**: 1
**Highest occupied orbital energy**: -8.96 eV

Stability summary - winner: one; margin: 4.988 eV.

one | DFT (wB97M-V/def2-TZVPD) results for an isolated molecule of C3H6OS2.

Geometry (Å):
C: 1.3079 -0.4302 0.8765
C: 0.8746 -0.2051 -0.4946
C: -0.4316 0.5401 -0.1509
O: -2.0758 -1.0913 1.4362
S: -3.4302 0.6536 -0.5760
S: -1.9032 -0.3728 0.1536
H: 0.9847 -1.2472 1.5198
H: 1.8097 0.3618 1.4640
H: 1.6141 0.4998 -1.0859
H: 0.6303 -0.9681 -1.0957
H: -0.6123 1.5722 0.2772
H: -1.5146 -1.4654 -0.6123

Properties
**Kohn-Sham gap (alpha / beta)**: 7.58 / 8.05 eV
**2S+1**: 1
**Highest occupied orbital energy (alpha / beta)**: -8.81 / -8.77 eV

two | DFT (wB97M-V/def2-TZVPD) results for an isolated molecule of C3H6OS2.

Geometry (Å):
C: 2.2421 -0.1910 -0.1134
S: 0.6104 -0.9321 -0.2786
C: -0.3151 0.5983 -0.0717
O: -1.6970 0.4749 -0.3868
C: -2.4535 -0.4285 0.1498
S: -4.0220 -0.4828 -0.2301
H: 2.4392 0.2739 0.8569
H: 2.5019 0.3641 -0.9925
H: 2.8991 -1.0982 -0.1308
H: 0.0658 1.4467 -0.6828
H: -0.2642 1.0385 0.9412
H: -2.0068 -1.0637 0.9387

Properties
**Kohn-Sham gap**: 9.08 eV
**Structure (SMILES)**: CSCOC=S
**2S+1**: 1
**Highest occupied orbital energy**: -8.72 eV

Stability summary - winner: two; margin: 3.891 eV.